No. 1
{"formula": "C28H45IrN5P2S2", "method": "ωB97M-V/def2-TZVPD", "symbols": ["Ir", "S", "C", "C", "N", "C", "S", "C", "N", "C", "C", "C", "C", "C", "C", "P", "C", "C", "C", "C", "C", "C", "C", "C", "C", "C", "C", "C", "H", "H", "H", "H", "H", "H", "H", "H", "H", "H", "H", "H", "H", "H", "H", "H", "H", "H", "H", "H", "H", "H", "H", "H", "H", "H", "H", "H", "H", "H", "H", "H", "H", "C", "N", "C", "N", "C", "N", "C", "P", "C", "C", "H", "H", "H", "H", "H", "H", "H", "H", "H", "H", "H", "H"], "positions_angstrom": [[0.84032, -0.11747, 1.01876], [3.02779, 0.48278, 1.88081], [2.56702, 1.39793, 3.23688], [3.65510, 1.88475, 4.04015], [4.53882, 2.25230, 4.67890], [1.25449, 1.71689, 3.62664], [-0.12812, 1.21267, 2.82497], [1.04970, 2.55225, 4.78343], [0.86616, 3.22746, 5.69556], [1.07626, -0.36997, -4.87508], [0.55000, -1.45436, -3.93926], [-0.25810, -0.84048, -2.77954], [0.24137, 0.57707, -2.42820], [1.76285, 0.63171, -2.63577], [2.07597, 0.53955, -4.13821], [-0.23957, 1.05077, -0.74015], [-0.02388, 2.86713, -0.51955], [-0.40564, 3.71290, -1.76518], [0.83107, 4.30631, -2.43514], [1.55984, 5.26826, -1.48717], [1.53017, 4.77131, -0.02807], [1.36226, 3.25501, 0.03125], [-2.04210, 0.77793, -0.50093], [-2.94828, 1.35309, -1.60908], [-4.34061, 0.69707, -1.58212], [-4.74066, 0.36017, -0.14867], [-3.83028, -0.74894, 0.40870], [-2.41637, -0.68147, -0.19729], [0.23463, 0.21858, -5.25298], [1.54995, -0.81812, -5.74799], [1.39587, -2.02441, -3.54456], [-0.07530, -2.16481, -4.47977], [-0.17357, -1.48758, -1.89952], [-1.31715, -0.80062, -3.04348], [-0.22676, 1.31016, -3.09179], [2.21161, -0.20859, -2.09483], [2.20600, 1.53564, -2.22205], [3.09288, 0.16614, -4.26916], [2.05333, 1.54189, -4.57254], [-0.73984, 3.08023, 0.28145], [-1.05997, 4.52678, -1.44082], [-0.98540, 3.13701, -2.48482], [0.54114, 4.82704, -3.34814], [1.50170, 3.49773, -2.74548], [1.09191, 6.25243, -1.54298], [2.59048, 5.39621, -1.82067], [0.69877, 5.23327, 0.51295], [2.43951, 5.06747, 0.49440], [1.45424, 2.89926, 1.05932], [2.16742, 2.77963, -0.53226], [-2.21977, 1.34127, 0.42389], [-2.49732, 1.21116, -2.59436], [-3.05266, 2.43014, -1.46328], [-4.33741, -0.21923, -2.18022], [-5.06482, 1.36695, -2.04485], [-5.78327, 0.04752, -0.09858], [-4.65998, 1.26213, 0.46590], [-4.26253, -1.72460, 0.18110], [-3.77722, -0.67399, 1.49784], [-2.36983, -1.27156, -1.11414], [-1.68982, -1.12531, 0.48940], [1.72496, -5.12211, 2.51664], [1.60974, -4.17336, 3.62817], [0.28358, -4.31774, 4.23476], [-0.81215, -4.13606, 3.28197], [-0.63386, -5.07757, 2.17363], [0.67096, -4.97033, 1.51156], [0.80722, -3.71477, 0.78183], [0.66065, -2.27119, 1.93485], [1.89230, -2.80866, 3.23074], [-0.89679, -2.75783, 2.82032], [1.65943, -6.12842, 2.92733], [2.69881, -5.00576, 2.04104], [0.17872, -3.60238, 5.05116], [0.21176, -5.32440, 4.64529], [-1.42362, -4.92035, 1.43816], [-0.72848, -6.08707, 2.57156], [0.03530, -3.63423, 0.01372], [1.77686, -3.67065, 0.28285], [1.81936, -2.13362, 4.08518], [2.89828, -2.72199, 2.81851], [-1.74836, -2.63099, 2.14967], [-1.03709, -2.08296, 3.66745]], "lowdin_charge": [0.50, 0.66, -0.71, -0.25, 0.23, -0.72, 0.73, -0.26, 0.21, -0.19, -0.18, -0.20, -0.44, -0.21, -0.17, 0.92, -0.41, -0.18, -0.19, -0.18, -0.17, -0.23, -0.43, -0.18, -0.18, -0.19, -0.18, -0.23, 0.12, 0.11, 0.12, 0.11, 0.09, 0.11, 0.11, 0.11, 0.08, 0.12, 0.11, 0.11, 0.13, 0.08, 0.12, 0.09, 0.11, 0.11, 0.12, 0.12, 0.06, 0.10, 0.10, 0.10, 0.11, 0.12, 0.12, 0.11, 0.12, 0.11, 0.11, 0.10, 0.03, -0.17, -0.14, -0.17, -0.14, -0.17, -0.14, -0.30, 0.82, -0.29, -0.29, 0.13, 0.13, 0.13, 0.14, 0.13, 0.13, 0.09, 0.10, 0.10, 0.09, 0.08, 0.10], "relative_energy_kj_mol": 0.0, "gap_ev": [7.27, 5.11], "total_charge": 1, "spin_multiplicity": 5, "e_homo_ev": [-10.8, -11.5], "energy_ev": -80296.9548}


No. 2
{"formula": "C28H45N3O6", "method": "ωB97M-V/def2-TZVPD", "symbols": ["C", "C", "C", "N", "C", "C", "C", "C", "O", "N", "C", "C", "C", "C", "C", "C", "C", "C", "C", "C", "C", "C", "C", "C", "C", "O", "C", "C", "O", "N", "O", "C", "C", "C", "O", "C", "O", "H", "H", "H", "H", "H", "H", "H", "H", "H", "H", "H", "H", "H", "H", "H", "H", "H", "H", "H", "H", "H", "H", "H", "H", "H", "H", "H", "H", "H", "H", "H", "H", "H", "H", "H", "H", "H", "H", "H", "H", "H", "H", "H", "H", "H"], "positions_angstrom": [[5.77733, -3.49707, 0.79626], [5.40788, -3.55084, -0.67768], [4.28625, -2.59051, -1.14320], [3.43449, -2.03034, -0.06893], [3.15750, -0.62791, -0.19206], [3.76178, 0.27295, 0.71624], [4.58145, -0.18284, 1.90481], [3.84815, 0.20133, 3.18940], [4.17956, 1.23002, 3.72788], [2.83606, -0.56736, 3.77613], [2.35303, -1.71395, 3.01320], [1.68775, 0.27014, 4.15145], [3.61993, 1.66470, 0.55891], [2.81892, 2.12254, -0.47233], [2.16667, 1.26593, -1.34854], [2.32427, -0.12053, -1.22345], [1.57531, -1.03799, -2.16475], [0.34955, -1.64086, -1.45642], [-0.76714, -2.04063, -2.40425], [-1.85050, -2.84930, -1.66175], [-3.28927, -2.56331, -2.10721], [-4.29660, -2.84462, -0.96918], [-4.85525, -1.56969, -0.30791], [-6.34865, -1.37860, -0.55876], [-6.97775, -0.34546, 0.35906], [-7.99779, 0.37428, -0.33067], [-9.22536, 0.41606, 0.35797], [1.35046, 2.07607, -2.29134], [0.81220, 1.76415, -3.29668], [1.36320, 3.42132, -1.77725], [0.07943, 3.71036, -1.25586], [-0.13784, 5.11075, -1.08384], [-0.45765, 5.40202, 0.37156], [-1.17500, 6.75817, 0.48588], [0.70126, 5.34110, 1.18881], [2.45030, 3.51796, -0.84904], [3.00381, 4.52276, -0.54985], [6.47726, -4.30782, 0.99509], [6.29568, -2.57898, 1.05052], [4.91624, -3.67519, 1.43135], [6.30064, -3.30686, -1.24984], [5.12413, -4.56525, -0.94702], [4.71063, -1.75413, -1.69105], [3.66170, -3.15282, -1.83520], [2.57667, -2.55078, 0.02480], [4.76047, -1.24642, 1.83873], [5.49762, 0.38967, 1.94574], [1.74534, -1.40066, 2.16008], [3.15466, -2.35118, 2.66876], [1.69500, -2.30166, 3.64818], [1.01496, -0.32664, 4.75943], [1.12353, 0.57851, 3.26582], [2.01460, 1.14591, 4.69272], [4.08986, 2.36233, 1.23604], [2.22916, -1.82001, -2.53365], [1.24203, -0.46476, -3.01987], [0.61344, -2.47480, -0.80824], [-0.04743, -0.85632, -0.80868], [-1.21220, -1.17158, -2.88016], [-0.37422, -2.66773, -3.20656], [-1.62723, -3.91274, -1.68376], [-1.78011, -2.54921, -0.61257], [-3.52842, -3.26266, -2.90605], [-3.39109, -1.54127, -2.45453], [-5.09960, -3.49550, -1.30255], [-3.77662, -3.39970, -0.19085], [-4.72330, -1.65466, 0.77285], [-4.29386, -0.68860, -0.60937], [-6.48965, -1.02242, -1.57804], [-6.87301, -2.32511, -0.45804], [-6.23325, 0.36656, 0.72226], [-7.42054, -0.82092, 1.23540], [-9.11434, 0.85426, 1.35166], [-9.89177, 1.04966, -0.21794], [-9.66711, -0.57782, 0.45213], [0.73232, 5.67072, -1.41351], [-0.99032, 5.42374, -1.68701], [-1.10261, 4.60500, 0.73199], [-0.78804, 7.31765, 1.33103], [-0.99262, 7.35958, -0.40306], [-2.24286, 6.61200, 0.60433], [1.13652, 6.19778, 1.17206]], "lowdin_charge": [-0.12, -0.23, -0.19, 0.01, -0.15, -0.10, -0.04, -0.45, 0.08, -0.12, -0.07, -0.05, 0.08, -0.06, -0.02, -0.07, -0.12, -0.19, -0.20, -0.21, -0.20, -0.20, -0.21, -0.18, -0.24, -0.19, -0.12, -0.32, 0.17, 0.03, -0.04, -0.14, -0.41, -0.03, -0.03, -0.33, 0.17, 0.07, 0.07, 0.06, 0.10, 0.10, 0.12, 0.10, 0.10, 0.07, 0.13, 0.08, 0.07, 0.09, 0.08, 0.09, 0.08, 0.14, 0.10, 0.10, 0.10, 0.12, 0.11, 0.12, 0.11, 0.10, 0.11, 0.10, 0.10, 0.10, 0.11, 0.11, 0.12, 0.11, 0.12, 0.12, 0.08, 0.08, 0.09, 0.14, 0.13, 0.14, 0.08, 0.08, 0.08, 0.09], "relative_energy_kj_mol": 91.5, "gap_ev": 9.06, "e_homo_ev": -9.2, "energy_ev": -46518.4785}